Record 1
Density functional theory data (the ωB97M-V functional and the def2-TZVPD basis) for a 3-piece molecular cluster, C13H16N2O5 overall.

The calculation puts the strongest force on any atom at 0.223 Eh/bohr. As for the SMILES: O=C=Nc1ccc2c(c1)C(=O)NC2=O.CCO.CCO. The HOMO energy is -9.33 eV. As for the charge: 0. The total energy is -990.2054 hartree.

Structure (XYZ):
```
36
Properties=species:S:1:pos:R:3:mulliken_charge:R:1
O 2.41539 1.87197 1.07718 -0.525
O -1.35648 3.02815 -0.94889 -0.485
O 3.72927 -4.33749 2.15745 -0.450
O -3.45936 -1.08160 3.50987 -0.503
O -3.32252 -5.46792 1.10332 -0.502
N -3.96713 -3.07271 1.91639 -0.307
N 2.44097 -3.30362 -0.04534 -0.532
C -3.12304 -1.96579 2.56734 0.166
C -1.59182 -3.45799 1.23595 0.259
C 1.09959 -2.88790 0.59085 0.307
C 1.90082 2.37876 -0.14536 -0.068
C -0.63316 3.79061 -3.11120 -0.887
C -3.05338 -4.18802 1.37284 0.293
C -0.34648 -0.93473 2.06579 -0.430
C 2.81559 1.99573 -1.29024 -1.003
C -1.49598 2.80947 -2.34493 -0.275
C -0.18724 -3.90565 0.51848 -0.385
C 1.08750 -1.40154 1.34587 -0.204
C -1.59162 -1.99800 1.98313 0.273
C 3.16700 -3.82676 1.02880 0.678
H 1.80852 3.46611 -0.06367 0.276
H -0.92035 4.82161 -2.88017 0.345
H -2.55078 2.92088 -2.61420 0.307
H 3.82227 2.39634 -1.13240 0.350
H 2.91302 0.90719 -1.35718 0.269
H -0.14636 -4.96443 -0.00509 0.316
H 2.43054 2.37515 -2.24085 0.280
H -0.47250 0.07933 2.63611 0.362
H 0.90228 1.95805 -0.29602 0.126
H 3.29883 2.25798 1.20581 0.289
H -0.72588 3.63230 -4.18927 0.324
H 0.41858 3.68175 -2.82679 0.144
H -4.52141 -2.59862 1.14267 0.325
H 2.04401 -0.70110 1.36103 0.316
H -1.19128 1.78136 -2.56159 0.272
H -1.63739 3.94114 -0.76569 0.280
```

***

Record 2
Density functional theory data (the ωB97M-V functional and the def2-TZVPD basis) for one molecule with the formula C3H2N2O3.

The calculation puts the strongest force on any atom at 0.042 Eh/bohr. As for the SMILES: O=C1N=CO/C1=N\O. The HOMO energy is -10.37 eV. As for the charge: 0. The total energy is -450.6784 hartree.

Structure (XYZ):
```
10
Properties=species:S:1:pos:R:3:mulliken_charge:R:1
O 2.48606 0.05608 -0.03896 -0.342
O -1.37754 2.05078 0.01106 -0.474
O 0.07237 -1.09543 -0.01816 -0.339
N -2.03138 -0.18165 -0.07246 -0.468
N 1.37546 0.89853 -0.00951 -0.390
C 0.25821 0.26306 0.01359 0.707
C -1.13598 0.87552 -0.04114 0.427
C -1.29430 -1.23220 -0.00018 0.121
H 3.23209 0.63443 0.00412 0.369
H -1.58501 -2.26912 0.15164 0.391
```

***

Record 3
Density functional theory data (the ωB97M-V functional and the def2-TZVPD basis) for C6H15N3O3Sn as an isolated structure.

The calculation puts the strongest force on any atom at 0.097 Eh/bohr. The HOMO energy is -16.47 eV. As for the charge: +2. The total energy is -841.3297 hartree.

Structure (XYZ):
```
28
Properties=species:S:1:pos:R:3:mulliken_charge:R:1
Sn 2.51874 -0.62556 -0.34115 1.657
O 0.83536 1.06206 -2.14469 -0.538
O 0.58856 0.81791 1.34123 -0.520
O 0.69906 -2.32806 1.27521 -0.561
N 0.84874 -3.03038 3.36621 -0.324
N 0.71050 0.99126 -4.32680 -0.376
N -1.14771 1.60129 2.61456 -0.314
C -1.12104 2.09414 0.30511 -0.760
C 0.50013 1.61689 -3.18358 0.696
C -0.48359 1.39161 1.47206 0.395
C 0.55371 -3.18271 2.10950 0.639
C -0.13641 -4.52135 1.69229 -1.099
C -0.06812 2.99063 -3.27483 -0.806
H -0.63175 -4.95173 2.56264 0.392
H -0.68071 3.11056 -4.16840 0.356
H 0.60092 -3.78593 3.98897 0.210
H -0.65199 3.05408 0.08920 0.307
H 0.64875 -5.25921 1.52743 0.337
H -1.96390 2.19612 2.60408 0.228
H 1.27341 -2.15606 3.64067 0.240
H 1.20983 0.12208 -4.45048 0.200
H 0.72149 3.73720 -3.36001 0.311
H 0.45859 1.45365 -5.18868 0.187
H -0.83360 -4.34258 0.87372 0.288
H -0.44794 3.18943 -2.27268 0.118
H -0.93147 1.45081 -0.55413 0.034
H -2.20362 2.20842 0.36058 0.449
H -0.86604 1.09538 3.44209 0.256
```

***

Record 4
Density functional theory data (the ωB97M-V functional and the def2-TZVPD basis) for C14H21FeNP as an isolated structure.

The calculation puts the strongest force on any atom at 0.080 Eh/bohr. As for the spin multiplicity: 5. The HOMO energy (alpha / beta) is 0.01 / -3.39 eV. As for the charge: -1. The total energy is -2205.5568 hartree.

Structure (XYZ):
```
38
Properties=species:S:1:pos:R:3:mulliken_charge:R:1
Fe -0.07507 -0.13934 -0.02186 -0.600
P -0.12006 -1.78011 1.44473 0.016
N 1.45685 2.39641 3.05696 3.767
C -1.69344 2.07504 3.35179 -0.663
C -1.08764 1.08265 1.20863 -1.006
C -0.24918 -1.20989 -2.38887 -0.589
C 0.74203 1.06808 -2.19216 -0.545
C 1.00503 3.52344 3.92071 -2.623
C 0.44095 -0.10718 -2.91847 -0.003
C 2.87975 2.06385 3.33086 -2.730
C -2.26311 1.61559 0.67139 0.229
C 0.57875 1.14498 3.14181 -1.411
C -0.83180 -1.30457 -1.14531 -0.802
C -2.87010 2.57966 2.81562 -0.399
C -3.13144 2.40325 1.45956 -0.720
C 0.51477 1.28214 -0.85441 -0.491
C -0.76404 1.41339 2.53367 1.567
H -1.22896 -1.70718 2.34795 0.025
H 3.46587 2.98717 3.30949 0.714
H 1.20183 1.86290 -2.80295 0.222
H -0.39330 -2.02855 -3.10060 0.243
H 1.38147 2.70930 2.07180 -0.286
H -2.50653 1.42652 -0.38005 0.383
H 0.72906 -0.14210 -3.97297 0.310
H 1.00012 -1.95895 2.31668 0.080
H -4.00939 2.86256 1.00205 0.352
H 0.83452 3.14188 4.93291 0.285
H 1.15998 0.35391 2.65330 0.037
H 0.52291 0.89359 4.21045 0.807
H -3.56885 3.12794 3.45431 0.390
H 0.09518 3.96920 3.51597 -0.072
H 0.69875 2.28185 -0.42699 0.216
H -0.27047 -3.11766 0.97091 0.112
H 1.80493 4.26759 3.93876 0.996
H -1.46833 2.21408 4.41546 0.261
H 3.22846 1.36998 2.56169 -0.335
H -1.50339 -2.15729 -0.94939 0.505
H 2.93136 1.59594 4.31978 0.759
```

***

Record 5
Density functional theory data (the ωB97M-V functional and the def2-TZVPD basis) for C20H28FeN2O3P as an isolated structure.

The calculation puts the strongest force on any atom at 0.094 Eh/bohr. As for the spin multiplicity: 5. The HOMO energy (alpha / beta) is -8.00 / -11.28 eV. As for the charge: +1. The total energy is -2718.7765 hartree.

Structure (XYZ):
```
55
Properties=species:S:1:pos:R:3:mulliken_charge:R:1
Fe 0.26807 -0.40218 1.55094 0.195
P -3.42591 -4.05035 -1.55830 -0.092
O 1.76001 2.08720 0.91588 -0.323
O 0.74134 -0.46962 -1.32310 -0.365
O 2.67852 -2.02357 1.63588 -0.353
N -2.22197 -5.26709 -1.30073 0.368
N -4.65539 -5.16515 -1.04564 0.354
C -0.72820 -1.33223 3.07333 -0.893
C -2.42334 -1.65684 1.26330 -1.103
C -0.88613 -5.13586 -1.94446 1.313
C -6.33996 -3.44633 -1.53298 -1.756
C 1.66626 -1.46613 1.76241 -0.093
C -4.14977 -6.43944 -0.88071 -0.252
C 0.33452 -0.57506 -0.23675 0.269
C -6.06308 -4.94691 -1.48550 1.094
C -6.99686 -5.56669 -0.45502 -1.591
C 0.15020 -5.82664 -1.06788 -1.518
C -0.86092 0.01593 3.30862 -0.371
C -0.53173 -3.65419 -2.01719 -1.816
C -2.37579 0.79480 1.40859 -0.781
C -6.25828 -5.55317 -2.87592 -1.525
C -0.92716 -5.74028 -3.34992 -1.701
C -1.09101 -1.85033 1.76529 0.508
C -2.78279 -6.49865 -1.03565 -0.207
C 1.20533 1.13442 1.27956 0.534
C -2.94782 -0.40430 1.01719 -0.317
C -1.20900 0.90290 2.22273 -0.659
H -2.17937 -7.40201 -1.05286 0.437
H -0.85947 1.94445 2.34525 0.779
H 0.00246 -6.91058 -1.01392 0.385
H -7.39842 -3.30955 -1.79495 0.484
H -5.73692 -2.92557 -2.28912 0.456
H -6.77120 -5.15678 0.53790 0.412
H -0.27220 -2.01442 3.79452 0.424
H -8.03370 -5.29897 -0.69725 0.449
H 0.11677 -5.40400 -0.05489 0.322
H -7.28380 -5.36397 -3.21694 0.436
H -1.15719 -6.81368 -3.32997 0.374
H 0.49032 -3.56334 -2.40971 0.564
H -6.92423 -6.65808 -0.42093 0.380
H -3.05960 -2.54079 1.17770 1.264
H -3.23139 -3.32556 -0.29439 -0.141
H -4.80523 -7.29225 -0.72403 0.434
H -3.89169 -0.34048 0.46187 0.355
H -6.08350 -6.63611 -2.87593 0.367
H 0.05081 -5.60676 -3.83068 0.430
H -6.17671 -2.98378 -0.55059 0.416
H -2.82786 1.74584 1.08802 0.350
H -0.56507 0.45216 4.26758 0.421
H -5.57289 -5.09808 -3.60301 0.359
H -1.20327 -3.09378 -2.68126 0.416
H 1.15252 -5.63745 -1.47471 0.473
H -0.54625 -3.20097 -1.01752 0.270
H -1.67899 -5.24216 -3.97648 0.355
H -0.62974 -2.80375 1.45505 0.410
```

***

Record 6
Density functional theory data (the ωB97M-V functional and the def2-TZVPD basis) for an isolated ion of composition C6H13O3Si and charge -1.

The calculation puts the strongest force on any atom at 0.116 Eh/bohr. As for the SMILES: CC[C@@](C)([SiH2]OC)C(=O)[O-]. The HOMO energy is -4.44 eV. As for the charge: -1. The total energy is -751.6818 hartree.

Structure (XYZ):
```
23
Properties=species:S:1:pos:R:3:mulliken_charge:R:1
Si 0.20945 1.52596 0.30265 0.546
O 1.37682 -0.33014 1.30799 -0.640
O 1.61449 2.33282 -0.00575 -0.375
O 0.66061 -2.32406 0.61218 -0.777
C -0.15059 -0.55501 -1.73394 -1.757
C 0.66149 -1.06837 0.62550 0.256
C -1.73362 -0.57778 0.24350 -1.326
C 2.62517 2.22993 0.90599 -0.597
C -0.30657 -0.25092 -0.24539 1.652
C -2.05125 -2.11109 -0.14809 -0.982
H -2.37864 -2.08226 -1.24840 0.210
H -1.12585 -2.72588 -0.08478 0.288
H -0.04124 -1.60273 -1.81941 0.402
H -0.00119 1.65481 1.72461 -0.260
H 3.14110 1.24065 0.95288 0.225
H -0.52125 2.44220 -0.56186 -0.388
H 3.32965 3.04479 0.64200 0.235
H -2.61227 -0.19696 -0.32055 0.334
H 0.74210 -0.03690 -2.23127 0.364
H -1.82730 -0.36290 1.21080 0.652
H -0.87862 -0.26278 -2.47151 0.349
H -2.92871 -2.51521 0.44114 0.328
H 2.19624 2.53182 1.90170 0.261
```